16
Properties=species:S:1:pos:R:3 method="wB97M-V/def2-TZVPD" relative_energy_kcal_mol=69.2 e_homo_ev=-5.620 e_lumo_ha=-0.0803 e_tot_ev=-13104.415
Rb 3.0557 3.7198 0.9096
O 3.9449 -2.1884 5.1949
C 4.7410 -2.0140 4.1855
O 5.5818 -2.9037 4.0302
O 4.6982 -1.0297 3.4787
H 4.5500 -2.9009 5.4134
C -1.7668 -0.2488 -2.2281
C -2.2109 1.1738 -2.1486
O -1.5130 2.0769 -1.6739
C -3.7234 1.5002 -2.5203
H -2.3052 -0.7054 -3.0586
H -2.1596 -0.8103 -1.3805
H -0.6860 -0.3432 -2.3336
H -3.9225 0.8352 -3.3607
H -3.8797 2.5379 -2.8151
H -4.4045 1.3005 -1.6930

=====

33
Properties=species:S:1:pos:R:3 method="wB97M-V/def2-TZVPD" relative_energy_kcal_mol=5.9 e_homo_ev=-13.225 charge=+1 e_lumo_ha=-0.1922 e_tot_ev=-50576.626
O -0.8575 0.0235 0.9517
V 0.1375 1.1020 0.2489
O 0.7907 0.1829 -0.9144
O -1.4218 1.6640 -1.0461
H -1.2723 1.6985 -2.0003
H -2.3843 1.6609 -1.0703
O 1.1471 -2.2125 -0.6346
H 2.1191 -2.1677 -0.6854
H 0.9783 -1.3365 -1.0002
O -2.5242 -1.1922 2.1515
H -2.4411 -2.1507 2.2874
H -1.7189 -0.7769 1.8815
O -0.5464 2.5986 1.5859
H -1.4110 2.5242 1.9480
H -0.0340 2.8536 2.3737
O 2.5096 0.9045 -2.4632
H 3.3533 0.5267 -2.2027
H 1.8553 0.5280 -1.9032
O 1.5728 0.3610 1.5900
H 2.3752 0.6864 2.0183
H 1.1620 -0.3486 2.0794
O 0.1864 -0.9174 -3.5998
H 0.7850 -1.6085 -3.4388
H -0.6377 -1.2122 -3.1961
O 0.5108 -2.1933 2.2911
H 1.4534 -2.3746 2.4110
H 0.3209 -2.4815 1.4155
O 1.5295 2.6213 -0.4365
H 2.0458 3.1527 0.1613
H 2.1324 2.3427 -1.1349
O -3.7876 -1.2799 -0.2405
H -4.5201 -1.8998 -0.0405
H -3.4082 -1.2792 0.6125

=====

42
Properties=species:S:1:pos:R:3 method="wB97M-V/def2-TZVPD" e_homo_ev=-4.905 charge=-1 e_lumo_ha=0.0808 e_tot_ev=-29908.344
C -1.9209 -4.6459 -0.3342
B -0.4637 -5.2278 0.1939
C 0.6922 -4.0720 0.4459
F 1.2387 -4.1934 1.7187
F 1.7686 -4.2352 -0.4334
C 0.2651 -2.6364 0.2883
C 1.3514 -1.6295 0.7736
Si 0.6717 -0.1335 1.6753
C -0.7301 -0.5277 2.8732
C 2.0388 0.7160 2.6827
C -0.0291 1.0823 0.4002
C -1.3675 1.1188 0.1030
C -1.8523 1.9678 -0.8454
C -1.0193 2.8108 -1.5142
C 0.3092 2.8127 -1.2114
C 0.7930 1.9553 -0.2715
H -2.3065 -3.7733 0.2032
H -2.6592 -5.4381 -0.1782
H -1.9131 -4.4689 -1.4118
H -0.0457 -5.9870 -0.6722
H -0.6211 -5.8717 1.2194
H 0.0637 -2.4025 -0.7491
H -0.6250 -2.4795 0.8899
H 1.9298 -1.2474 -0.0701
H 2.0781 -2.1100 1.4293
H -1.2632 0.4040 3.0775
H -0.3342 -0.8706 3.8275
H -1.4685 -1.2277 2.4911
H 2.1875 1.7580 2.4044
H 1.7304 0.7210 3.7290
H 2.9763 0.1669 2.6522
H -2.0750 0.4763 0.6075
H -2.9047 1.9802 -1.0969
H -1.3896 3.4744 -2.2781
H 0.9866 3.4917 -1.7119
H 1.8539 1.9579 -0.0453
C 0.6125 6.0598 -3.7267
O -0.5817 5.5837 -3.1169
H 0.7983 5.4528 -4.6090
H 0.5066 7.1052 -4.0300
H 1.4621 5.9643 -3.0449
H -0.7439 6.1180 -2.3347

=====

9
Properties=species:S:1:pos:R:3 method="wB97M-V/def2-TZVPD" relative_energy_kcal_mol=250.7 e_homo_ev="-9.607 / -8.391" e_lumo_ha="-0.0064 / -0.0136" e_tot_ev=-9640.559
C -0.5821 0.1414 1.4931
N -0.5725 -1.0251 1.2239
N 0.7850 1.3007 -0.2150
N -0.0716 -0.5827 -1.0428
O -0.1177 -1.4913 -0.0198
O 1.1523 0.1523 -0.8982
H -0.6148 1.0272 2.2034
H 0.1155 1.7282 -0.8745
H -0.0941 -1.2507 -1.8700